a:
{"formula": "C5H13N2", "method": "ωB97M-V with the def2-TZVPD basis set", "s2": 0.77, "lumo_energy_ev": [0.95, -0.88], "multiplicity": 2, "elements": ["C", "C", "C", "N", "C", "C", "N", "H", "H", "H", "H", "H", "H", "H", "H", "H", "H", "H", "H", "H"], "coordinates": [[2.42, -0.48, 0.94], [1.14, 0.36, 1.02], [0.41, 0.55, -0.30], [-3.29, 0.04, 0.54], [-1.88, 0.02, 0.55], [-1.07, 0.43, -0.45], [1.68, -0.70, -2.09], [2.91, -0.51, 1.92], [2.38, -1.44, 0.43], [1.47, 1.31, 1.50], [0.48, -0.10, 1.79], [0.74, 1.52, -0.76], [0.97, -0.22, -1.18], [-3.66, -0.54, 1.28], [-3.71, 0.92, 0.35], [-1.41, -0.48, 1.41], [-1.50, 0.59, -1.42], [3.13, 0.13, 0.36], [1.40, -1.21, -2.92], [2.68, -0.56, -2.28]]}



b:
{"formula": "C5H13N2", "method": "ωB97M-V with the def2-TZVPD basis set", "s2": 0.75, "lumo_energy_ev": [0.16, 0.07], "multiplicity": 2, "elements": ["C", "C", "C", "N", "H", "H", "H", "H", "H", "C", "C", "N", "H", "H", "H", "H", "H", "H", "H", "H"], "coordinates": [[0.99, -1.65, -0.42], [1.14, -1.56, -1.74], [2.97, -1.18, 0.67], [1.73, -0.86, 0.54], [0.38, -2.43, 0.06], [1.93, -0.86, -2.21], [0.61, -2.26, -2.38], [3.80, -0.45, 0.63], [3.29, -2.18, 0.85], [-2.33, 1.70, 1.22], [-1.95, 1.00, -0.09], [-0.41, 0.94, -0.17], [-3.43, 1.78, 1.25], [-2.02, 1.08, 2.11], [-1.89, 2.71, 1.35], [-2.29, -0.04, -0.07], [-2.34, 1.49, -1.02], [-0.01, 1.87, 0.03], [-0.14, 0.62, -1.10], [-0.03, 0.26, 0.52]]}



Which structure is the most stable? The one labeled a.



a:
{"formula": "C4H5NOS", "method": "ωB97M-V with the def2-TZVPD basis set", "lumo_energy_ev": -0.96, "smiles": "C=C/C(C=S)=N\\O", "elements": ["C", "C", "C", "C", "H", "H", "H", "H", "H", "N", "O", "S"], "coordinates": [[-0.33, -0.05, -0.18], [-1.43, 0.69, -0.76], [-1.63, 2.03, -0.65], [0.53, 0.60, 0.89], [-0.57, -2.61, -1.72], [-2.18, 0.08, -1.27], [-2.45, 2.59, -1.13], [-0.90, 2.69, -0.17], [0.27, 1.61, 1.24], [-0.02, -1.26, -0.54], [-0.87, -1.69, -1.55], [1.89, -0.10, 1.47]]}



b:
{"formula": "C4H5NOS", "method": "ωB97M-V with the def2-TZVPD basis set", "lumo_energy_ev": 0.60, "smiles": "O[C@@H]1[C@@H]2C=NS[C@@H]12", "elements": ["C", "C", "C", "C", "H", "H", "H", "H", "H", "N", "O", "S"], "coordinates": [[-1.60, -0.22, 0.43], [-0.30, -0.60, -0.20], [0.72, 1.48, -0.11], [-0.40, 0.72, 0.54], [-3.27, 0.45, -0.13], [-1.87, -0.57, 1.41], [-0.47, -0.42, -1.25], [0.79, 2.52, -0.28], [-0.08, 0.61, 1.57], [1.77, 0.75, -0.28], [-2.63, -0.13, -0.49], [1.44, -0.94, 0.03]]}



Which structure is the most stable? The one labeled a.



a:
{"formula": "C4H5NOS", "method": "ωB97M-V with the def2-TZVPD basis set", "lumo_energy_ev": 0.76, "smiles": "C#CCSC(N)=O", "elements": ["C", "C", "C", "C", "H", "H", "H", "H", "H", "N", "O", "S"], "coordinates": [[-1.70, 0.44, -0.06], [0.82, -0.72, 0.68], [2.16, -0.97, 0.20], [3.27, -1.09, -0.26], [-3.37, 1.55, -0.56], [-1.87, 2.21, -1.07], [0.18, -1.64, 0.78], [0.82, -0.20, 1.61], [4.28, -1.07, -0.64], [-2.38, 1.42, -0.82], [-2.23, -0.28, 0.72], [0.02, 0.37, -0.58]]}



b:
{"formula": "C4H5NOS", "method": "ωB97M-V with the def2-TZVPD basis set", "lumo_energy_ev": 0.61, "elements": ["C", "C", "C", "C", "H", "H", "H", "H", "H", "N", "O", "S"], "coordinates": [[-2.24, 0.08, 0.19], [-1.30, -0.96, -0.17], [0.23, -0.71, -0.10], [1.91, 0.97, 0.01], [-1.86, 1.22, 0.83], [-3.28, -0.27, 0.04], [-1.87, -1.89, -0.74], [2.40, 1.58, -0.77], [1.81, 1.70, 0.93], [1.11, -1.53, 0.17], [0.51, 0.52, -0.40], [2.59, -0.71, 0.02]]}



c:
{"formula": "C4H5NOS", "method": "ωB97M-V with the def2-TZVPD basis set", "lumo_energy_ev": 0.95, "smiles": "Cc1nc(S)co1", "elements": ["C", "C", "C", "C", "H", "H", "H", "H", "H", "N", "O", "S"], "coordinates": [[-1.13, -0.41, 1.74], [-0.30, -0.18, 0.53], [0.74, 0.51, -1.18], [0.79, -0.86, -1.24], [-0.49, -0.97, 2.46], [-1.96, -1.09, 1.47], [-1.54, 0.49, 2.22], [1.04, 2.81, -1.68], [1.29, -1.57, -1.86], [0.09, 0.90, -0.01], [0.04, -1.30, -0.17], [1.42, 1.67, -2.29]]}



d:
{"formula": "C4H5NOS", "method": "ωB97M-V with the def2-TZVPD basis set", "lumo_energy_ev": 0.40, "smiles": "C=C/C=N\\SC=O", "elements": ["C", "C", "C", "C", "H", "H", "H", "H", "H", "N", "O", "S"], "coordinates": [[-1.12, 1.02, -0.46], [-1.49, -0.23, -0.20], [-0.73, -1.13, 0.70], [2.21, 0.36, -0.05], [-1.79, 1.63, -1.10], [-0.19, 1.44, -0.08], [-2.47, -0.55, -0.59], [-1.33, -1.52, 1.50], [3.11, 0.68, -0.68], [0.47, -1.58, 0.68], [1.82, 1.02, 0.91], [1.51, -1.13, -0.64]]}



Which structure is the most stable? The one labeled c.



a:
{"formula": "C4H5NOS", "method": "ωB97M-V with the def2-TZVPD basis set", "lumo_energy_ev": -1.06, "smiles": "N/C=C\\C(=O)C=S", "elements": ["C", "C", "C", "C", "H", "H", "H", "H", "H", "N", "O", "S"], "coordinates": [[-0.34, -1.98, 0.36], [0.28, -1.39, -0.71], [0.64, -0.03, -1.05], [0.60, 1.18, -0.13], [-1.07, -0.45, 1.50], [-1.40, -2.05, 2.09], [-0.41, -3.04, 0.34], [0.58, -2.09, -1.46], [1.44, 1.86, -0.41], [-0.88, -1.44, 1.47], [1.10, 0.24, -2.15], [-0.55, 1.70, 0.88]]}



b:
{"formula": "C4H5NOS", "method": "ωB97M-V with the def2-TZVPD basis set", "lumo_energy_ev": -0.80, "smiles": "O=C1CN[C@H]1C=S", "elements": ["C", "C", "C", "C", "H", "H", "H", "H", "H", "N", "O", "S"], "coordinates": [[-0.85, -0.74, 0.49], [0.36, -0.12, 0.96], [1.09, 1.18, -0.60], [1.46, -0.25, -0.13], [-0.84, -1.79, 0.61], [0.48, -0.24, 1.99], [-0.72, 1.52, 0.44], [0.31, 0.97, -1.53], [1.83, 2.08, -1.01], [0.23, 1.35, 0.70], [2.14, -1.22, -0.39], [-2.01, -0.16, -0.41]]}



c:
{"formula": "C4H5NOS", "method": "ωB97M-V with the def2-TZVPD basis set", "lumo_energy_ev": -0.60, "elements": ["C", "C", "C", "C", "N", "O", "S", "H", "H", "H", "H", "H"], "coordinates": [[-1.02, -0.81, 1.23], [-1.89, -0.02, 0.53], [0.42, -0.14, -0.18], [1.89, 0.13, -0.75], [0.26, -0.88, 0.82], [-0.71, 2.15, -0.68], [-1.06, 0.72, -0.90], [-1.44, -1.50, 1.84], [-2.91, -0.05, 0.53], [1.66, 0.62, -1.78], [2.38, -0.86, -0.74], [2.40, 0.64, 0.08]]}



Which structure is the most stable? The one labeled a.



a:
{"formula": "C4H5NOS", "method": "ωB97M-V with the def2-TZVPD basis set", "lumo_energy_ev": 0.89, "smiles": "Nc1cc(S)co1", "elements": ["C", "C", "C", "C", "H", "H", "H", "H", "H", "N", "O", "S"], "coordinates": [[0.71, -0.49, 1.23], [-0.01, 0.58, 0.83], [-0.36, 0.30, -0.55], [0.18, -0.91, -0.83], [1.42, -0.08, 3.05], [2.11, -1.38, 2.25], [-0.30, 1.47, 1.40], [-2.49, 1.18, -1.17], [0.19, -1.49, -1.70], [1.28, -0.86, 2.45], [0.85, -1.42, 0.24], [-1.24, 1.30, -1.69]]}



b:
{"formula": "C4H5NOS", "method": "ωB97M-V with the def2-TZVPD basis set", "lumo_energy_ev": -0.91, "smiles": "N/C=C/C(=S)C=O", "elements": ["C", "C", "C", "C", "H", "H", "H", "H", "H", "N", "O", "S"], "coordinates": [[1.03, -0.08, 0.00], [-0.17, -0.75, 0.01], [-1.45, -0.12, 0.00], [-1.60, 1.40, 0.00], [3.05, -0.16, 0.01], [2.29, -1.72, 0.00], [1.04, 0.98, 0.00], [-0.16, -1.84, 0.00], [-2.68, 1.73, 0.00], [2.23, -0.70, 0.00], [-0.70, 2.20, 0.00], [-2.87, -0.95, 0.00]]}



Which structure is the most stable? The one labeled a.



a:
{"formula": "C2H3ClNOP", "method": "ωB97M-V with the def2-TZVPD basis set", "lumo_energy_ev": -0.79, "elements": ["C", "C", "N", "O", "P", "Cl", "H", "H", "H"], "coordinates": [[-1.81, 0.86, 0.21], [0.32, -0.94, 0.76], [-2.75, 1.20, -0.32], [0.35, 1.79, 1.48], [-0.27, 0.62, 0.99], [1.90, 0.19, -2.23], [1.23, -0.87, -2.67], [-0.27, -1.83, 0.83], [1.30, -1.01, 0.95]]}



b:
{"formula": "C2H3ClNOP", "method": "ωB97M-V with the def2-TZVPD basis set", "lumo_energy_ev": 0.81, "smiles": "ClP1N=CCO1", "elements": ["C", "C", "N", "O", "P", "Cl", "H", "H", "H"], "coordinates": [[-0.60, 0.34, -0.81], [-0.74, -0.21, 0.55], [0.46, 0.87, -1.20], [0.44, 0.20, 1.28], [1.73, 0.66, 0.32], [2.54, -1.05, -0.14], [-1.43, 0.24, -1.39], [-1.58, 0.29, 0.90], [-0.83, -1.34, 0.48]]}



Which structure is the most stable? The one labeled b.